# 1
The following is a quantum chemistry calculation of one molecule with the formula C24H33ClN2O3, from the Open Molecules 2025 dataset.

Output
Energy above the lowest of the compared OMol25 structures with the same formula, charge and spin in kJ/mol: 0.1
Molar mass in g/mol: 433.0
Structure (SMILES): COc1ccc(CCN2CCC[C@@H](CN(C)Cc3cc(Cl)c(O)c(OC)c3)C2)cc1

Atoms and positions in Å:
Cl 2.621 3.095 1.791
O -2.306 2.233 1.989
O 0.001 2.929 3.100
O -3.306 -0.605 4.098
N 0.718 -2.406 -0.822
N 1.167 1.441 -2.998
C -1.242 1.998 -0.208
C 1.203 0.154 -3.669
C 1.707 -2.181 0.221
C 0.446 -1.293 -1.711
C 1.115 2.414 -0.344
C -1.223 2.273 1.146
C 2.124 -3.451 -2.601
C 0.982 -3.609 -1.589
C -0.126 1.816 -2.452
C -0.021 2.637 1.777
C -3.358 0.095 5.314
C -2.110 -1.372 2.235
C 1.136 2.690 1.015
C -3.527 1.757 1.477
C 0.229 -0.229 3.119
C -0.075 2.077 -0.963
C 0.229 -0.900 1.904
C -0.919 -0.109 3.885
C 1.839 -2.272 -3.528
C -2.106 -0.675 3.442
C 1.781 2.508 -3.759
C 1.564 -1.000 -2.722
C 1.491 -0.938 1.086
C -0.961 -1.479 1.478
H -0.466 -1.551 -2.264
H 2.683 -2.116 -4.206
H 0.061 -3.857 -2.129
H 2.029 2.446 -0.913
H 1.141 0.225 3.478
H -4.390 0.022 5.654
H 1.528 -0.042 0.460
H 2.344 -0.873 1.767
H 1.199 -4.426 -0.897
H -0.865 1.033 -2.648
H 1.263 2.716 -4.709
H 2.466 -0.711 -2.174
H 3.064 -3.284 -2.072
H 0.238 -0.412 -1.108
H 1.781 3.419 -3.161
H 0.960 -2.500 -4.138
H -3.095 1.151 5.184
H 2.730 -2.111 -0.187
H -0.868 0.426 4.821
H -3.928 2.433 0.715
H 2.227 -4.371 -3.180
H -3.413 0.752 1.061
H 2.815 2.245 -3.979
H -2.163 1.721 -0.696
H -4.209 1.719 2.324
H 1.972 0.196 -4.446
H -0.977 -2.025 0.549
H -2.700 -0.350 6.067
H -3.033 -1.827 1.910
H -0.498 2.730 -2.942
H 0.248 -0.075 -4.170
H -0.887 2.765 3.445
H 1.671 -3.065 0.868

# 2
The following is a quantum chemistry calculation of a 2-piece molecular cluster, H8N4OSi overall, from the Open Molecules 2025 dataset.

Output
Energy above the lowest of the compared OMol25 structures with the same formula, charge and spin in kJ/mol: 193.5
Molar mass in g/mol: 108.2

Atoms and positions in Å:
Si 1.162 0.758 0.885
O 0.091 0.707 -0.221
N -2.015 -0.392 -1.312
N -0.857 -0.926 -0.852
N 0.028 -1.235 -1.750
N 0.667 0.415 2.544
H 0.795 -1.734 -1.292
H 2.082 -0.226 0.517
H -2.544 0.055 -0.598
H -0.362 0.207 2.417
H -1.867 0.270 -2.047
H 0.905 1.026 3.375
H -0.151 -0.773 -2.683
H 2.065 1.848 1.016

# 3
The following is a quantum chemistry calculation of a 2-piece molecular cluster, CH6SSi overall, from the Open Molecules 2025 dataset.

Output
Energy above the lowest of the compared OMol25 structures with the same formula, charge and spin in kJ/mol: 367.0
Molar mass in g/mol: 78.2

Atoms and positions in Å:
S -3.361 -0.124 0.073
Si 0.632 -1.050 0.086
C -0.200 0.560 -0.218
H 0.023 0.963 -1.203
H 0.759 -1.595 1.433
H 0.060 1.301 0.534
H 0.601 -2.113 -0.910
H -1.324 0.399 -0.152
H -3.591 1.075 -0.476

# 4
The following is a quantum chemistry calculation of one molecule with the formula C19H19N5O4S, from the Open Molecules 2025 dataset.

Output
Energy above the lowest of the compared OMol25 structures with the same formula, charge and spin in kJ/mol: 95.4
Molar mass in g/mol: 413.5
Structure (SMILES): COc1cc(OC)cc(-n2nnnc2SCC(=O)Nc2ccc(C(C)=O)cc2)c1

Atoms and positions in Å:
S 3.556 0.266 1.447
O -2.025 -1.518 -2.047
O -5.135 0.403 0.475
O 2.026 2.464 -0.973
O -0.672 -2.004 2.584
N 0.997 1.847 0.973
N 2.920 -1.256 -2.043
N 2.488 -0.979 -0.811
N 4.548 -0.334 -1.010
N 4.123 -0.874 -2.136
C -0.339 1.703 0.603
C -1.976 -2.322 3.015
C -3.030 1.318 -0.029
C -0.785 1.882 -0.704
C -3.330 -1.995 -1.806
C -1.126 -1.530 -1.035
C -2.116 1.694 -1.012
C -4.459 1.044 -0.304
C 0.870 -1.519 0.915
C -0.453 -1.782 1.265
C 0.189 -1.237 -1.388
C 2.070 2.157 0.193
C -2.573 1.149 1.281
C 3.542 -0.394 -0.171
C -5.024 1.583 -1.592
C 3.386 2.019 0.945
C -1.447 -1.803 0.291
C 1.170 -1.244 -0.409
C -1.249 1.342 1.598
H -2.330 -3.255 2.566
H -3.837 -1.960 -2.769
H -2.682 -1.517 2.790
H -0.906 1.204 2.614
H -6.101 1.432 -1.606
H 3.405 2.604 1.864
H -3.315 -3.028 -1.446
H -2.432 1.820 -2.035
H 0.439 -1.025 -2.413
H -4.583 1.056 -2.436
H -2.465 -2.017 0.564
H -4.799 2.642 -1.690
H 1.627 -1.554 1.680
H -0.085 2.163 -1.473
H -3.870 -1.370 -1.090
H 4.223 2.286 0.302
H -1.903 -2.449 4.094
H -3.288 0.871 2.040
H 1.195 1.590 1.933

# 5
The following is a quantum chemistry calculation of an isolated ion of composition C4H6BrClN3 and charge +1, from the Open Molecules 2025 dataset.

Output
Energy above the lowest of the compared OMol25 structures with the same formula, charge and spin in kJ/mol: 0.0
Net charge: +1
Molar mass in g/mol: 211.5
Structure (SMILES): [NH2+]=CN/C(Cl)=N\C=C/Br

Atoms and positions in Å:
Br -1.135 1.145 2.397
Cl -2.542 -1.977 -1.389
N -0.871 -1.691 0.611
N 1.157 1.299 -1.041
N -0.670 -0.111 -1.129
C 0.317 0.190 1.565
C -1.281 -1.262 -0.502
C 0.245 -1.091 1.128
C -0.028 0.923 -0.534
H -0.223 -0.494 -1.966
H 1.570 2.170 -0.719
H 1.580 0.648 -1.730
H 1.132 -1.705 1.042
H -0.549 1.631 0.069
H 1.299 0.325 2.199

# 6
The following is a quantum chemistry calculation of CuH12O6 as an isolated structure, from the Open Molecules 2025 dataset.

Output
Energy above the lowest of the compared OMol25 structures with the same formula, charge and spin in kJ/mol: 174.2
Net charge: +1
Molar mass in g/mol: 171.6

Atoms and positions in Å:
Cu -0.096 -0.177 0.070
O 1.073 -0.429 -1.686
O -0.679 -1.986 -0.262
O -1.400 0.789 -1.261
O -1.330 -0.028 1.597
O 0.405 2.093 0.289
O 1.409 -0.742 1.290
H -0.555 1.055 -1.648
H 1.385 2.121 0.154
H 1.009 -0.754 -2.557
H -1.498 1.329 -0.515
H -1.601 -2.213 -0.033
H -1.714 0.857 1.633
H 2.129 -1.067 0.733
H -1.974 -0.722 1.823
H 1.943 -0.035 -1.560
H 1.829 -0.176 1.904
H 0.195 2.249 1.240
H -0.536 -2.167 -1.205

Record order is preserved below.
F_max: 0.67, 3.53, 0.88, 1.70, 4.39, 2.60 eV Å⁻¹